Model A:
ORCA calculation (the ωB97M-V functional and the def2-TZVPD basis) on a cluster of 2 separate species, C4H14N2O in total.

Geometry as ORCA input:
```
! wB97M-V def2-TZVPD RIJCOSX def2/J DEFGRID3
* xyz 0 1
C -1.6611 -2.7970 -1.1899
N -0.4565 -2.0898 -0.7523
C 0.2908 -1.3522 -1.7375
C 0.9089 -0.0642 -1.1362
N -0.1348 0.6216 -0.3560
C 0.3203 1.8721 0.2243
H -1.4294 -3.0784 -2.2211
H -1.9053 -3.6786 -0.6087
H -2.4879 -2.0845 -1.2410
H -0.5753 -1.5689 0.1014
H -0.3854 -1.0165 -2.5450
H 1.0910 -1.9862 -2.1307
H 1.3900 0.6102 -1.8560
H 1.7085 -0.3390 -0.4402
H -0.9186 0.7202 -0.9952
H -0.4538 2.4455 0.7248
H 0.8554 2.4684 -0.5234
H 1.0498 1.6287 1.0057
O 0.8447 2.9626 5.5162
H 1.1192 3.8787 5.5951
H 0.8294 2.8476 4.5658
*
```

Summary:
Kohn-Sham gap in eV: 8.8
SMILES string: CNCCNC.O
HOMO in eV: -8.16
LUMO in eV: 0.7

natural (NBO) atomic charge list, values in e, 8 entries: -0.4034, -0.6548, -0.2151, -0.2254, -0.6343, -0.4092, 0.1894, 0.2005

---

Model B:
ORCA calculation (the ωB97M-V functional and the def2-TZVPD basis) on a cluster of 2 separate species, C4H14N2O in total.

Geometry as ORCA input:
```
! wB97M-V def2-TZVPD RIJCOSX def2/J DEFGRID3
* xyz 0 1
C 1.9485 -0.4648 -0.0299
N 0.6344 -0.1386 -0.6457
C -0.3087 0.4750 0.3300
C -1.1192 -0.5240 1.1549
C -2.1226 0.1489 2.0622
N -1.6342 -1.6083 0.3180
H 1.9459 -0.2870 1.0545
H 2.3592 -1.4660 -0.1496
H 2.7032 0.1713 -0.5049
H 0.2210 -1.0756 -0.6125
H 0.1988 1.1304 1.0438
H -0.9831 1.1212 -0.2559
H -0.2934 -0.9418 1.7557
H -2.7846 -0.5821 2.5280
H -2.7226 0.8454 1.4714
H -1.6264 0.6264 2.9087
H -2.2432 -2.1935 0.8517
H -2.0229 -1.3095 -0.5682
O 2.1516 1.8323 -2.9113
H 3.0676 1.8248 -2.6430
H 1.6448 1.4432 -2.1946
*
```

Summary:
Kohn-Sham gap in eV: 10.3
SMILES string: CNC[C@@H](C)N.O
HOMO in eV: -9.38
LUMO in eV: 0.9

natural (NBO) atomic charge list, values in e, 8 entries: -0.4322, -0.6432, -0.2226, -0.0716, -0.6201, -0.8646, 0.1747, 0.2024

---

Stability ranking, top entry: model B; the second entry is 0.0102 hartree less favorable.

---

Model A:
ORCA calculation (the ωB97M-V functional and the def2-TZVPD basis) on the molecule C4H5NS.

Geometry as ORCA input:
```
! wB97M-V def2-TZVPD RIJCOSX def2/J DEFGRID3
* xyz 0 1
C -0.3647 0.0841 -0.4143
C -0.9360 0.5303 -1.5500
C -1.0799 1.4146 -0.3050
C 0.4598 -0.8892 0.1509
N 1.0718 -1.7331 -0.8548
S 0.3245 -1.9682 -2.3035
H -2.0661 1.5140 0.1018
H -0.6090 2.4901 -0.0422
H 1.3328 -0.3296 0.5557
H 0.1717 -1.5868 0.8933
H 1.9773 -2.0394 -0.7444
*
```

Summary:
Kohn-Sham gap (alpha / beta) in eV: 6.7 / 7.8
HOMO (alpha / beta) in eV: -8.24 / -8.56
LUMO (alpha / beta) in eV: -1.5 / -0.7

natural (NBO) atomic charge list, values in e, 8 entries: -0.1622, 0.1291, -0.3915, -0.2913, -0.6610, 0.1828, 0.1757, 0.1770

---

Model B:
ORCA calculation (the ωB97M-V functional and the def2-TZVPD basis) on a structure of composition C4H5NS.

Geometry as ORCA input:
```
! wB97M-V def2-TZVPD RIJCOSX def2/J DEFGRID3
* xyz 0 1
C 0.2584 -0.0558 -0.1454
C -0.5258 1.1163 -0.2273
C -1.7595 0.8059 0.0594
C -0.6650 -1.1415 -0.0063
H 2.5928 1.0819 1.1084
H 0.1149 2.1122 0.0978
H -2.6085 1.6331 0.4291
H -2.8402 -1.1845 0.3303
H -0.5314 -2.1703 0.2885
N -1.9940 -0.5742 -0.0049
S 2.0864 -0.1126 -0.0189
*
```

Summary:
Kohn-Sham gap in eV: 8.4
HOMO in eV: -8.19
LUMO in eV: 0.2

natural (NBO) atomic charge list, values in e, 8 entries: -0.2390, -0.3305, -0.0300, -0.0703, 0.1479, 0.2368, 0.2208, 0.4372

---

Model C:
ORCA calculation (the ωB97M-V functional and the def2-TZVPD basis) on the molecule C4H5NS.

Geometry as ORCA input:
```
! wB97M-V def2-TZVPD RIJCOSX def2/J DEFGRID3
* xyz 0 1
C 1.1743 2.1128 -1.1656
S 0.5322 1.0373 -0.0264
C -0.2939 -0.1891 -0.9003
C -0.7586 -1.3999 -0.3037
C -0.8479 -1.7702 1.0664
N -0.8091 -2.1070 2.2039
H 0.4339 2.5909 -1.8293
H 1.9149 1.7838 -1.8208
H 1.4904 3.0527 -0.6094
H -0.8974 0.0560 -1.8589
H -1.4371 -1.8526 -1.0676
*
```

Summary:
Kohn-Sham gap in eV: 8.6
SMILES string: CS/C=C\C#N
HOMO in eV: -8.77
LUMO in eV: -0.2

natural (NBO) atomic charge list, values in e, 8 entries: -0.8141, 0.3784, -0.3236, -0.3771, 0.2394, -0.2976, 0.2261, 0.2274

---

Stability ranking, top entry: model C; the second entry is 0.0439 hartree less favorable.

---

Model A:
ORCA calculation (the ωB97M-V functional and the def2-TZVPD basis) on a structure of composition C4H5NS.

Geometry as ORCA input:
```
! wB97M-V def2-TZVPD RIJCOSX def2/J DEFGRID3
* xyz 0 1
C -1.1415 0.4348 0.6056
C -0.0716 1.0937 0.0297
C -1.0340 -0.9776 0.4175
C 0.7786 -0.0309 -0.3192
N 0.1115 -1.2883 -0.0211
S 2.5546 0.0362 0.2898
H -2.0484 0.7112 0.9916
H 0.2178 2.0444 -0.1341
H -1.7627 -1.6578 0.7793
H 0.8855 -0.1000 -1.6514
H 2.6864 -1.1117 -0.5545
*
```

Summary:
Kohn-Sham gap in eV: 9.3
HOMO in eV: -9.26
LUMO in eV: 0.0

natural (NBO) atomic charge list, values in e, 8 entries: -0.2469, -0.2079, 0.0443, -0.1983, -0.4086, -0.0295, 0.2072, 0.2260

---

Model B:
ORCA calculation (the ωB97M-V functional and the def2-TZVPD basis) on a structure of composition C4H5NS.

Geometry as ORCA input:
```
! wB97M-V def2-TZVPD RIJCOSX def2/J DEFGRID3
* xyz 0 1
C 0.7348 1.3767 0.6491
C 0.4892 -0.6313 -0.9004
C -1.3320 0.2243 0.4387
C -0.0600 0.5796 -0.2153
N 0.6517 -1.4617 0.2526
S 0.2407 -0.4187 1.4165
H 1.8088 1.3736 0.4399
H -0.2694 -0.8955 -1.6777
H 1.5574 -0.3734 -1.2621
H -2.0715 0.9182 0.6413
H -1.7498 -0.6917 0.2174
*
```

Summary:
Kohn-Sham gap in eV: 7.9
HOMO in eV: -8.38
LUMO in eV: -0.5

natural (NBO) atomic charge list, values in e, 8 entries: -0.4935, -0.2980, -0.5122, 0.0184, -0.8343, 1.0928, 0.1786, 0.2016

---

Stability ranking, top entry: model A; the second entry is 0.1750 hartree less favorable.

---

Model A:
ORCA calculation (the ωB97M-V functional and the def2-TZVPD basis) on a cluster of 2 separate species, C3H13N3O in total.

Geometry as ORCA input:
```
! wB97M-V def2-TZVPD RIJCOSX def2/J DEFGRID3
* xyz 0 1
N 0.5747 -0.7104 1.8926
C 1.2904 0.4433 1.4455
C 0.2700 1.3024 0.5799
N 0.4684 1.0265 -0.8873
C 0.4398 -0.3078 -1.3695
N -0.5629 -0.6010 -2.4190
H 1.1020 -1.6016 1.8533
H -0.2420 -0.8330 1.2028
H 2.3104 0.3629 0.8434
H 1.6914 1.1617 2.1860
H -0.7127 1.0811 0.9722
H 0.3671 2.4520 0.5191
H 1.2615 1.5578 -1.2767
H 0.4085 -0.9195 -0.4449
H 1.3037 -0.6396 -2.0110
H -1.2601 -1.2862 -1.9353
H -1.0318 0.2804 -2.4673
O -2.2628 -0.9291 0.3387
H -2.5802 -1.5169 0.9658
H -2.8353 -0.3228 0.0117
*
```

Summary:
Kohn-Sham gap in eV: 8.9
SMILES string: NCCNCN.O
HOMO in eV: -8.27
LUMO in eV: 0.6

natural (NBO) atomic charge list, values in e, 8 entries: -0.8551, -0.2517, -0.2266, -0.6719, -0.0795, -0.8512, 0.3662, 0.3783

---

Model B:
ORCA calculation (the ωB97M-V functional and the def2-TZVPD basis) on a cluster of 2 separate species, C3H13N3O in total.

Geometry as ORCA input:
```
! wB97M-V def2-TZVPD RIJCOSX def2/J DEFGRID3
* xyz 0 1
N -0.1753 2.2548 -0.4454
C 0.3362 1.9327 0.9029
C 1.0395 0.5966 0.9538
N 0.0376 -0.5328 0.9077
C 0.6508 -1.6780 0.2478
N -0.4038 -2.6312 -0.0970
H -0.9201 2.9204 -0.3172
H 0.5406 2.7053 -0.9973
H -0.5408 1.9725 1.5517
H 0.9959 2.7338 1.2807
H 1.5868 0.5679 -0.0054
H 1.9280 0.5185 1.5670
H -0.0330 -0.7117 1.9055
H 1.4174 -2.2037 0.8443
H 1.2159 -1.3451 -0.6305
H 0.0082 -3.3827 -0.6257
H -1.0639 -2.1373 -0.6710
O -1.2533 -0.0270 -2.0282
H -1.0400 0.4001 -1.1840
H -2.2147 0.0656 -2.0723
*
```

Summary:
Kohn-Sham gap in eV: 10.0
SMILES string: NCCNCN.O
HOMO in eV: -9.00
LUMO in eV: 1.0

natural (NBO) atomic charge list, values in e, 8 entries: -0.8407, -0.2258, -0.2637, -0.6213, -0.0476, -0.8382, 0.3590, 0.3588

---

Model C:
ORCA calculation (the ωB97M-V functional and the def2-TZVPD basis) on a cluster of 2 separate species, C3H13N3O in total.

Geometry as ORCA input:
```
! wB97M-V def2-TZVPD RIJCOSX def2/J DEFGRID3
* xyz 0 1
N -0.1233 -1.4635 1.6163
C -0.4015 -0.6406 3.1632
O -0.7522 -1.5734 3.9789
H -0.9975 -1.9352 1.5346
H 0.6003 -2.2252 1.5354
H 0.0364 -0.7279 0.9263
H 0.6477 -0.2535 3.3306
H -1.0942 0.1980 2.7816
N 0.0103 0.2034 -3.4043
C 0.4879 0.0755 -1.9819
C -0.2394 1.1708 -1.1535
N 0.1488 0.9612 0.2879
H 0.2424 1.1198 -3.7697
H 0.4811 -0.4324 -3.9909
H 1.5864 0.2727 -1.9461
H 0.2741 -0.9319 -1.5660
H -1.3250 1.0025 -1.0865
H -0.0722 2.1767 -1.6016
H -0.5275 1.4998 0.8631
H 1.0175 1.5030 0.4827
*
```

Summary:
Kohn-Sham gap in eV: 8.3
SMILES string: [NH3+]C[O-].NCCN
HOMO in eV: -7.77
LUMO in eV: 0.6

natural (NBO) atomic charge list, values in e, 8 entries: -0.8729, 0.2046, -0.7727, 0.3943, 0.3934, 0.4249, 0.0971, 0.0881

---

Stability ranking, top entry: model B; the second entry is 0.0514 hartree less favorable.

---

Model A:
ORCA calculation (the ωB97M-V functional and the def2-TZVPD basis) on a cluster of 2 separate species, C6H16O2 in total.

Geometry as ORCA input:
```
! wB97M-V def2-TZVPD RIJCOSX def2/J DEFGRID3
* xyz 0 1
C 0.7279 -2.0229 -0.5071
C 0.8498 -0.5456 -0.8522
C -0.1838 0.2855 0.0280
C 0.2452 0.3355 1.4772
C -0.1420 1.7273 -0.5216
C -0.1396 2.1298 -1.9973
O 0.4981 3.4402 -2.2413
H 0.5806 -2.8125 -1.2934
H -0.3348 -2.1493 0.0625
H 1.5280 -2.2354 0.1945
H 1.8802 -0.0905 -0.5380
H 0.7947 -0.4693 -2.0302
H -1.1505 -0.1659 0.0313
H -0.2652 -0.5497 1.9707
H 0.0788 1.3669 1.9658
H 1.4394 0.1948 1.4798
H 0.7110 2.2061 -0.0849
H -0.9862 2.2398 -0.1346
H 0.4812 1.4788 -2.7496
H -1.0228 1.9464 -2.4322
H -0.1045 4.1535 -1.9268
O -1.9290 -3.2309 3.1138
H -1.0686 -3.5891 3.3293
H -2.4879 -3.6433 3.6564
*
```

Summary:
Kohn-Sham gap in eV: 11.2
SMILES string: CC[C@@H](C)CCO.O
HOMO in eV: -10.33
LUMO in eV: 0.8

natural (NBO) atomic charge list, values in e, 8 entries: -0.6307, -0.4032, -0.2207, -0.6168, -0.4352, -0.0562, -0.7243, 0.2214

---

Model B:
ORCA calculation (the ωB97M-V functional and the def2-TZVPD basis) on a cluster of 3 separate species, C6H16O2 in total.

Geometry as ORCA input:
```
! wB97M-V def2-TZVPD RIJCOSX def2/J DEFGRID3
* xyz 0 1
C 1.0493 1.6460 2.2596
C 1.6079 0.6587 1.6241
C 1.5524 0.1636 0.2060
C 0.7932 1.0595 -0.7677
C -0.3571 0.3999 -1.5680
C 0.2514 -0.5539 -2.5921
H 0.3087 2.3426 1.8638
H 1.3731 2.0985 3.1767
H 2.3665 0.0865 2.1665
H 2.5732 -0.0647 -0.0960
H 1.0509 -0.8161 0.1845
H 0.3491 1.9279 -0.2798
H 1.4588 1.4979 -1.5130
H -0.9507 1.1954 -2.0110
H -0.9931 -0.0877 -0.8262
H -0.3562 -0.7455 -3.4769
H 0.6922 -1.5028 -2.2708
H 1.2056 -0.1094 -2.9115
O -2.8621 0.1133 0.8856
H -3.6227 -0.1064 1.4244
H -2.2842 -0.6574 0.8271
O -1.9864 -2.5756 1.1535
H -1.9598 -3.4514 0.7598
H -1.2601 -2.5188 1.7814
*
```

Summary:
Kohn-Sham gap in eV: 10.0
SMILES string: C=CCCCC.O.O
HOMO in eV: -9.58
LUMO in eV: 0.5

natural (NBO) atomic charge list, values in e, 8 entries: -0.4102, -0.1601, -0.4496, -0.3954, -0.3916, -0.6265, 0.1897, 0.2006

---

Stability ranking, top entry: model B; the second entry is 0.0433 hartree less favorable.

---

Model A:
ORCA calculation (the ωB97M-V functional and the def2-TZVPD basis) on the molecule C3H5N3.

Geometry as ORCA input:
```
! wB97M-V def2-TZVPD RIJCOSX def2/J DEFGRID3
* xyz 0 1
N 1.2557 0.4499 -1.6043
C 0.4789 0.0731 -0.6667
C -0.9572 0.1087 -0.3705
N -1.1297 -0.5660 0.7793
N -0.0773 -0.8931 1.4675
C 0.9366 -0.2292 0.7443
H 0.6239 0.8865 0.8200
H 0.7413 0.9661 -2.3159
H -1.7988 0.4102 -0.9697
H -2.0286 -0.7759 1.1993
H 1.9626 -0.4751 1.0153
*
```

Summary:
Kohn-Sham gap in eV: 8.8
HOMO in eV: -8.21
LUMO in eV: 0.6

natural (NBO) atomic charge list, values in e, 8 entries: -0.6848, 0.2224, -0.2172, -0.2088, -0.2497, -0.3161, 0.2422, 0.3304

---

Model B:
ORCA calculation (the ωB97M-V functional and the def2-TZVPD basis) on the molecule C3H5N3.

Geometry as ORCA input:
```
! wB97M-V def2-TZVPD RIJCOSX def2/J DEFGRID3
* xyz 0 1
H 0.9001 0.4640 -2.3683
N 0.0488 -0.0539 -2.1173
C -0.0182 -0.0891 -0.8499
C 0.8935 0.5697 0.1698
N 0.3192 0.3668 1.4908
C -0.6979 -0.3693 1.3115
N -0.9295 -0.7797 -0.0299
H 1.8919 0.1260 0.1227
H 0.9779 1.6392 -0.0498
H -1.3479 -0.6292 2.1611
H -1.8931 -0.9632 -0.1464
*
```

Summary:
Kohn-Sham gap in eV: 10.2
SMILES string: [H]/N=C1\CN=CN1
HOMO in eV: -9.32
LUMO in eV: 0.9

natural (NBO) atomic charge list, values in e, 8 entries: 0.3411, -0.6664, 0.4243, -0.3458, -0.4320, 0.2424, -0.6284, 0.2290

---

Stability ranking, top entry: model B; the second entry is 0.0926 hartree less favorable.